(1)
Formula: C22H30N3O3PSn
Source: the Open Molecules 2025 dataset
Level of theory: ωB97M-V/def2-TZVPD

Geometry as XYZ:
```
60
Properties=species:S:1:pos:R:3
H 2.608 -0.946 -3.590
N -0.250 -0.942 4.196
H 0.547 -1.686 -3.888
H -0.644 1.836 -5.151
C 1.683 2.370 -2.980
H -2.328 0.269 -3.112
C 0.692 -2.493 -1.889
C -0.540 2.541 0.563
C -0.663 -0.259 3.104
C 2.709 0.059 -3.162
C -0.237 -0.437 5.522
C -1.127 1.068 7.194
H -1.854 0.942 5.161
O -0.625 3.601 1.005
H 0.684 -3.535 -2.239
H -1.081 0.744 3.139
C 0.777 -0.358 7.720
H 1.833 2.489 -1.897
C -1.374 1.067 -4.860
H 3.548 0.554 -3.672
H 2.599 2.725 -3.476
Sn -0.067 0.261 0.096
H 1.416 -1.693 6.145
C -1.844 2.332 -2.724
C -0.158 0.613 8.105
H 0.558 -2.898 1.694
O 3.361 0.681 0.734
H -0.182 -5.405 -0.461
H 1.167 0.862 -4.439
H 0.171 -2.503 -0.921
H -2.346 1.369 -5.281
H 1.559 -0.677 8.419
H -1.112 3.094 -3.028
C -1.444 -2.169 -3.195
H -1.865 1.812 7.504
H 0.664 -2.897 4.436
H -1.892 2.318 -1.627
C -0.026 -1.632 -2.945
N -0.065 1.570 10.533
P -0.035 0.173 -2.533
O -3.447 -0.430 -0.126
H -1.876 -1.766 -4.119
C 1.447 0.904 -3.374
C 0.213 -2.153 2.395
H -0.191 -5.374 -1.210
C -1.503 0.964 -3.332
C -2.331 -0.479 -0.401
H 2.965 -0.024 -2.096
H -2.830 2.644 -3.106
C 2.374 0.379 0.228
H 1.739 -2.209 -1.727
C 0.710 -0.919 6.440
H -2.123 -1.938 -2.361
C -1.133 0.571 5.891
C -0.111 1.147 9.442
H -1.401 -3.263 -3.289
C 0.288 -2.158 3.749
H 0.861 3.028 -3.287
N -0.365 -0.945 1.985
H -1.086 0.121 -5.337
```

## Properties
* net charge: +4
* total energy: -1800.18264 hartree

Which charges does Mulliken predict for the atoms? In e, they are: 0.3567 0.2723 0.6685 0.4236 -1.2477 0.5068 -1.4540 0.3200 -0.2659 -1.2885 1.6585 -0.8372 0.3974 -0.0366 0.4673 0.3019 -0.8498 0.2236 -1.7122 0.4730 0.4763 0.8863 0.3354 -1.1979 0.6454 0.5655 -0.0864 -0.0103 0.5665 0.3976 0.4435 0.5015 0.2655 -1.4522 0.5013 0.4605 0.1578 0.3753 -0.1028 0.1431 -0.0865 0.3818 0.5034 -0.7820 0.0440 0.4974 0.2987 0.1086 0.4802 0.2558 0.1934 -0.5182 0.2357 -0.3830 -0.1821 0.4428 -0.2656 0.1911 -0.0831 0.4178


(2)
Formula: C22H30N4PdSbSe
Source: the Open Molecules 2025 dataset
Level of theory: ωB97M-V/def2-TZVPD

Geometry as XYZ:
```
59
Properties=species:S:1:pos:R:3
C 0.500 -4.123 -0.911
C 1.278 2.105 2.238
H -0.632 -2.665 -4.622
H 3.957 4.177 2.003
C 0.932 -1.821 2.150
C 2.187 2.010 0.119
H 0.124 -2.548 2.209
H 1.038 -4.346 -1.834
Se 2.550 4.676 6.159
H -2.504 -0.163 2.985
H -2.752 0.562 5.345
Pd 0.065 -0.258 0.892
H -2.917 -1.269 -3.704
H 1.164 -3.590 -0.232
H -2.043 -4.921 -1.912
C 1.117 3.075 4.926
H -3.083 1.694 -1.338
H -1.357 -3.175 -0.276
H 3.866 3.267 -0.334
C -2.267 -0.215 -1.897
H -3.855 0.155 -3.287
C 1.200 0.264 -3.983
N 3.042 4.395 4.476
H 1.820 -2.186 1.642
C -2.105 1.206 -1.374
H 0.260 -5.082 -0.443
C -1.663 -3.960 -2.278
N 1.282 1.583 1.009
H -2.871 -0.814 -1.212
H -1.006 2.086 6.312
C 3.203 3.460 1.702
C -0.951 1.735 5.289
C 0.740 -1.168 -3.806
N 1.162 3.582 6.126
H -1.100 -4.165 -3.187
H 1.160 -1.371 3.110
H -1.698 1.245 -0.361
C -2.842 -0.257 -3.306
H -1.467 1.807 -2.024
C 2.240 3.042 2.625
C -1.905 0.893 4.759
Sb -0.329 -1.265 -1.809
H -0.979 -0.994 -5.125
H 1.820 0.610 -3.157
C -0.194 -1.700 -4.867
H -2.538 -3.353 -2.516
H 0.406 -1.861 -5.770
H -2.260 0.352 -3.998
C 3.160 2.950 0.421
C -1.766 0.485 3.440
C 0.184 1.684 3.153
C -0.792 -3.378 -1.185
H 0.365 0.947 -4.136
C 0.107 2.152 4.471
H 1.553 -1.851 -3.565
N -0.744 0.863 2.661
H 2.120 1.581 -0.872
C 2.196 3.540 3.984
H 1.820 0.318 -4.884
```

## Properties
* net charge: +3
* energy relative to the best compared isomer or geometry (same formula, charge and spin): 0.0 kcal per mole
* 2S+1: 5
* expectation value of S²: 6.04

Which charges does Mulliken predict for the atoms? In e, they are: -1.2933 -0.0140 0.2245 0.5704 -1.1016 0.0049 0.3596 0.3681 0.6416 0.5373 0.4648 0.0466 0.3483 0.2566 0.4415 1.0849 0.4502 0.3483 0.4783 0.2445 0.4948 -1.1762 -0.7582 0.3565 -1.1331 0.4195 -1.3041 0.2074 0.4533 0.5778 -0.7733 -0.7248 0.1267 -0.7443 0.3306 0.3804 0.1767 -1.4480 0.3004 0.4627 -0.8049 0.6519 0.2532 0.2837 -1.1907 0.3621 0.4737 0.2866 -0.7934 -0.3583 0.1259 0.3468 0.2819 0.4436 0.4718 -0.2138 0.1842 1.0633 0.4460


(3)
Formula: C22H30N6O
Source: the Open Molecules 2025 dataset
Level of theory: ωB97M-V/def2-TZVPD

Geometry as XYZ:
```
59
Properties=species:S:1:pos:R:3
C -0.398 -1.353 -0.630
C -0.223 -4.249 -2.185
H 2.567 -5.740 -1.222
H 0.555 -0.977 2.173
H 1.623 -6.872 -3.388
H -2.353 3.932 -2.681
N 1.709 3.993 3.656
C 1.327 1.758 2.637
C -0.602 3.215 3.159
H 1.739 0.104 0.456
C 2.157 -0.698 3.146
H 2.882 -1.454 0.615
C -1.561 2.994 -0.945
H -0.643 4.262 -2.383
C 0.617 4.681 4.353
C -2.533 0.102 -2.297
H -2.668 1.774 0.656
N -0.727 -2.189 -1.446
N 0.952 2.971 3.148
N -1.811 0.699 -1.164
H -0.009 -6.792 -3.352
C 0.820 -5.220 -1.957
C 0.719 -6.658 -2.666
H -1.917 4.004 -0.128
H -0.226 1.723 -2.641
H 2.820 -3.603 -0.049
H -2.313 0.667 -4.435
H -0.690 2.915 -4.153
H -1.299 5.008 4.264
H -3.453 2.107 -1.219
N 1.082 -2.904 -0.793
C -1.363 3.327 -2.191
H 2.351 1.952 2.232
H -1.712 -0.610 -2.523
C -1.039 2.164 -3.207
C -2.353 1.229 -3.557
H 2.501 -1.282 3.865
N 1.335 -1.222 2.071
H -1.228 2.843 2.588
H 0.645 0.623 4.062
H 2.252 0.996 4.528
H 3.192 -0.302 2.567
O -0.932 0.588 0.722
H 1.139 5.682 4.938
H 0.725 -7.425 -2.046
H 0.727 1.452 1.930
H -1.274 -4.609 -2.752
C -0.641 4.521 3.873
C 2.047 -3.851 -0.635
C 0.755 -1.871 -0.061
C -2.503 1.865 -0.465
C 1.974 -1.019 0.798
H -0.688 2.664 -0.484
C -0.071 -3.159 -1.476
H -3.219 1.865 -3.315
H -3.374 -0.206 -2.429
C 1.688 0.651 3.833
C 1.946 -5.018 -1.147
C -1.021 -0.048 -0.247
```

## Properties
* net charge: 0
* energy relative to the best compared isomer or geometry (same formula, charge and spin): 478.3 kcal per mole

Which charges does Mulliken predict for the atoms? In e, they are: 1.0118 -0.3065 0.7455 0.3357 0.3063 0.2816 -0.7959 0.9067 -0.4044 0.1545 -0.7924 0.6045 -0.4514 0.3609 -0.1746 -1.2122 0.3920 -0.4903 0.8000 0.1718 0.4981 0.8766 -1.7977 0.0985 0.2886 0.4156 0.5104 0.3056 0.6405 0.3112 0.1848 -0.6213 0.4123 0.1635 -0.5005 -0.8730 0.5838 -0.2794 0.4555 0.4734 0.6220 0.1950 -0.6150 0.2683 0.4434 -0.9278 0.1992 -0.9186 -0.1500 -0.4039 -0.5164 -0.5277 0.2409 -0.0554 0.3433 0.8413 -1.4352 -1.2407 0.0470